# 1
Density functional theory data (ωB97M-V/def2-TZVPD) for C3H4LaLiO3 as an isolated structure at a distorted geometry.

Cartesian coordinates (Å):
C (-1.415, 0.401, 0.179)
C (-0.073, -0.244, -0.109)
O (0.917, 0.792, -0.214)
C (2.190, 0.468, -0.413)
O (2.483, -0.752, -0.512)
O (-2.035, -0.080, 1.253)
H (-1.317, 1.508, 0.180)
H (-0.119, -0.818, -1.047)
H (0.188, -0.940, 0.702)
La (5.214, 0.327, -0.900)
Li (-3.611, -0.795, 1.560)
H (-2.420, 0.132, -0.680)

Atomic forces in eV per Å
C -3.712 -0.056 -2.166
C -0.480 -1.072 -0.532
O 1.596 0.777 -0.225
C 0.640 -0.738 -0.190
O 1.576 0.651 -0.215
O -0.826 -0.983 2.484
H 0.124 -0.364 -0.196
H 0.291 0.208 0.204
H -0.120 0.355 -0.162
La -3.528 -0.295 0.557
Li 1.019 0.477 -0.067
H 3.418 1.038 0.508

Results
LUMO energy (spin up / spin down) in eV: -5.32 / -5.34
Kohn-Sham gap (spin up / spin down) in eV: 4.2 / 4.2
HOMO level (spin up / spin down) in eV: -9.49 / -9.49
Charge: +1
ΔE to the lowest compared entry with this formula, charge and spin in kJ/mol: 176.1
Spin multiplicity: 2
Energy in eV: -10371.1045

Here are the Löwdin charges for atoms 1 to 5, given in e: -0.45 -0.18 -0.09 -0.45 -0.22

---

# 2
Density functional theory data (ωB97M-V/def2-TZVPD) for C3H4LiNaO5 as an isolated structure at a distorted geometry.

Cartesian coordinates (Å):
C (0.662, -0.552, -2.099)
C (0.802, 0.941, -2.303)
O (1.286, 1.425, -3.295)
O (-0.012, -0.900, -0.918)
H (1.679, -0.971, -2.030)
H (0.174, -0.992, -2.982)
H (0.401, 1.573, -1.476)
Li (0.701, -1.282, 0.809)
O (-1.824, -0.140, 1.468)
C (-1.242, 0.140, 2.563)
O (0.033, -0.159, 2.691)
O (-1.815, 0.684, 3.564)
Na (0.084, 0.793, 4.862)
H (-0.929, -0.560, -0.854)

Atomic forces in eV per Å
C 0.179 -0.202 -0.668
C -0.065 0.603 -0.344
O -0.180 -0.372 0.538
O -0.240 -0.095 0.548
H -0.295 0.060 -0.106
H 0.197 0.148 0.159
H 0.112 -0.126 -0.105
Li -1.256 1.003 1.198
O 0.359 -0.102 -0.201
C -0.730 -0.162 -0.603
O 1.990 -0.671 -0.201
O 0.223 0.257 0.510
Na -0.711 -0.304 -1.046
H 0.416 -0.040 0.320

Results
LUMO energy in eV: -0.65
Kohn-Sham gap in eV: 6.2
HOMO level in eV: -6.81
Charge: 0
ΔE to the lowest compared entry with this formula, charge and spin in kJ/mol: 70.5
Energy in eV: -18036.1247

Here are the Löwdin charges for atoms 1 to 5, given in e: -0.21 -0.22 0.07 -0.16 0.14

---

# 3
Density functional theory data (ωB97M-V/def2-TZVPD) for C3H4LuO3 as an isolated structure at a distorted geometry.

Cartesian coordinates (Å):
O (1.750, 1.010, 0.037)
C (1.813, -0.363, 0.085)
C (0.470, -1.015, 0.002)
O (-0.566, -0.268, 0.247)
Lu (-0.039, 1.946, 0.123)
H (2.286, -0.736, 1.023)
H (2.414, -0.799, -0.741)
H (0.307, -2.097, -0.068)
C (-2.468, -0.203, -0.277)
O (-2.558, 1.084, -0.378)
H (-3.408, 1.440, -0.053)

Atomic forces in eV per Å
O -1.452 0.174 0.218
C -0.318 -0.336 -0.651
C -0.758 0.597 1.647
O 1.178 0.022 -1.280
Lu 1.713 0.606 0.079
H -0.135 -0.207 -0.194
H 0.009 0.059 0.210
H 0.107 0.122 -0.322
C -0.499 2.404 -0.272
O 1.284 -3.847 0.678
H -1.129 0.406 -0.113

Results
LUMO energy (spin up / spin down) in eV: -11.47 / -11.38
Kohn-Sham gap (spin up / spin down) in eV: 3.7 / 7.7
HOMO level (spin up / spin down) in eV: -15.19 / -19.11
Charge: +2
ΔE to the lowest compared entry with this formula, charge and spin in kJ/mol: 128.2
Spin multiplicity: 2
Energy in eV: -42914.7343

Here are the Löwdin charges for atoms 1 to 5, given in e: -0.42 -0.27 0.03 -0.28 1.74

---

Look up the energy of the third one. -42914.7343 eV